[1]
51
Properties=species:S:1:pos:R:3 method="wB97M-V/def2-TZVPD" lumo_ev=0.6638 total_charge=0 smiles="COc1ccc(CCNC(=O)[C@H]2CC(=O)N(c3ccccc3)C2)cc1OC"
C 0.24902 2.94044 -4.51879
H -3.42226 -1.83042 0.44830
C -0.24292 2.89284 -3.22693
C -0.69219 -2.41927 1.50639
H 2.62511 -1.43463 -0.10811
H 0.53506 -2.04881 5.59800
H 1.74431 0.45078 -1.99962
C -2.90252 -1.64335 -0.49412
N -0.22111 1.92115 -1.00335
H -1.61615 -2.69349 1.99076
H -2.19720 -3.67110 -0.51908
O 2.63567 -1.33000 2.55962
H -0.17486 3.64308 -5.22089
C -0.59636 -2.39309 0.12426
H 0.73224 -2.02071 -1.51586
C -0.48235 1.53329 1.28540
C 0.61685 -2.03834 -0.44124
H 3.42441 0.15032 1.34441
C 1.69442 -1.70727 0.36013
H 2.61022 0.54458 -4.29465
H 4.33888 -0.31615 2.80577
H 4.34812 -1.38419 1.38349
H -1.49950 -2.65634 -1.78638
H -2.44040 2.50193 1.31004
C -2.68456 0.52246 0.60794
H 1.35275 -0.81265 4.61017
H 1.91803 -2.50069 4.56863
H -1.52622 3.52161 -0.61154
C 1.27634 2.10066 -4.91106
H 1.65777 2.14295 -5.91986
H -3.63800 -1.68303 -1.30628
C 3.74352 -0.68585 1.97174
C -1.54394 2.42648 -0.67970
C 0.46839 1.51787 0.10385
C 1.03925 -1.85817 4.65036
O 1.63856 1.21558 0.14668
H -1.03709 3.56373 -2.93939
O 0.07979 -2.15562 3.66220
C 1.59646 -1.69615 1.74549
H -2.26604 2.13687 -1.44737
C 0.37428 -2.07898 2.33251
N -2.34826 -0.30913 -0.39852
C -1.86620 1.81354 0.68784
O -3.57543 0.28800 1.39589
H -0.42844 0.58103 1.81538
C 1.32396 1.14601 -2.70638
H -1.52929 -0.12282 -0.95610
C -1.79745 -2.67895 -0.73577
H -0.16869 2.31688 1.97751
C 1.81041 1.20670 -3.99818
C 0.29422 1.99554 -2.30673

[2]
30
Properties=species:S:1:pos:R:3 method="wB97M-V/def2-TZVPD" lumo_ev=0.0625 total_charge=0
H 8.23298 -5.99022 1.25443
H 8.72523 -0.98108 3.60683
O 8.50614 -5.25344 1.80993
O 3.79541 -7.28131 4.01082
H 5.41057 -1.08866 2.20500
H 6.08736 -6.12125 4.49328
H 8.30845 -2.36281 4.20075
O 5.96068 -10.03310 5.37937
H 5.74360 -6.85132 6.86583
O 6.15975 -7.20607 6.06959
H 3.98450 -7.03414 3.09697
O 5.47916 -2.03041 2.39868
O 7.95755 -1.54199 3.75367
H 8.27158 -4.66059 4.56002
H 4.33505 -2.91645 5.00035
H 6.31220 -2.10734 2.89903
O 6.48856 -5.44288 3.90755
O 8.75445 -3.89062 4.94609
H 3.46956 -8.18812 3.96609
O 3.52144 -2.08716 4.41932
H 7.79553 -5.17458 2.46982
H 6.01537 -9.06026 5.38646
H 5.49537 -2.83775 6.01297
H 6.03331 -4.61074 4.15638
H 4.02312 -2.21208 3.57732
H 8.59526 -3.92447 5.89540
O 5.24815 -3.20357 5.15726
H 2.59326 -2.20362 4.19198
H 7.09977 -6.99006 6.16036
H 5.26502 -10.24181 6.01092

Calculated energy above the lowest of the compared OMol25 structures with the same formula, charge and spin (eV), listed in the same order as above: 2.081 2.636